{"formula": "C46H61FN3", "method": "ωB97M-V/def2-TZVPD", "total_charge": 1, "lumo_ha": -0.2486, "energy_ev": -55866.1834, "orbital_gap_ev": 2.63, "elements": ["C", "C", "N", "F", "C", "C", "C", "C", "C", "C", "H", "H", "H", "H", "H", "H", "H", "H", "H", "H", "H", "C", "C", "C", "C", "C", "C", "C", "C", "C", "C", "C", "C", "C", "C", "N", "C", "C", "C", "C", "C", "C", "C", "C", "N", "C", "C", "C", "C", "C", "C", "C", "C", "C", "C", "C", "C", "C", "C", "C", "C", "H", "H", "H", "H", "H", "H", "H", "H", "H", "H", "H", "H", "H", "H", "H", "H", "H", "H", "H", "H", "H", "H", "H", "H", "H", "H", "H", "H", "H", "H", "H", "H", "H", "H", "H", "H", "H", "H", "H", "H", "H", "H", "H", "H", "H", "H", "H", "H", "H", "H"], "positions_angstrom": [[0.58063, -3.34723, 6.28147], [0.75512, -1.94045, 6.82596], [0.78518, -0.82999, 6.03554], [0.70058, -0.82456, 3.62092], [0.87453, 0.32351, 6.76409], [0.84757, 1.70263, 6.12816], [0.99437, 0.39544, 8.17303], [1.00408, -0.75115, 8.97328], [1.15957, -0.69196, 10.50423], [0.86590, -1.93335, 8.23985], [0.58403, -4.05433, 7.09568], [-0.35714, -3.42693, 5.76013], [1.38820, -3.57922, 5.61100], [0.77384, 2.46005, 6.89866], [1.75364, 1.85773, 5.56746], [0.00387, 1.77479, 5.46341], [1.06527, 1.38211, 8.61878], [1.14126, -1.69965, 10.94929], [2.11767, -0.22716, 10.79261], [0.35125, -0.10947, 10.97962], [0.83188, -2.90075, 8.74286], [-1.51428, -2.98998, -0.33092], [-2.11916, -3.27056, -1.69181], [-1.08194, -4.02148, -2.53256], [-3.32685, -4.20580, -1.46277], [-2.56391, -2.00561, -2.48056], [-3.07020, -2.31274, -3.75946], [-3.46170, -1.29716, -4.62115], [-3.67533, -0.00824, -4.11214], [-3.46967, 0.27586, -2.76926], [-4.26259, 1.44796, -2.15886], [-3.40861, 2.67608, -1.86732], [-5.02404, 0.98854, -0.91138], [-5.31589, 1.97862, -3.15747], [-2.68609, -0.69072, -1.98392], [-1.70860, -0.16157, -1.05695], [-0.33656, -0.13631, -1.38018], [0.33306, -1.09649, -2.13462], [1.70321, -1.08134, -2.70080], [2.75839, -1.53592, -1.85668], [4.09370, -1.32673, -2.22811], [4.41220, -0.85943, -3.50508], [3.38858, -0.62914, -4.43829], [2.02428, -0.74033, -4.08241], [0.21124, 0.98547, -0.78103], [1.55967, 1.43089, -1.04505], [1.86606, 2.00996, -2.29157], [0.84451, 2.63318, -3.32355], [1.49486, 2.70299, -4.70345], [0.47529, 4.03521, -2.81764], [-0.44733, 1.88114, -3.55438], [3.19938, 2.34789, -2.52404], [4.13538, 2.44060, -1.50535], [3.77049, 1.96841, -0.25250], [2.56878, 1.26360, -0.07516], [2.48140, 0.47045, 1.25796], [3.79765, -0.30966, 1.45238], [1.35166, -0.57223, 1.38181], [2.33370, 1.49318, 2.39925], [-0.70850, 1.43464, 0.14696], [-1.89198, 0.79455, -0.04818], [-2.22128, -2.43374, 0.30177], [-1.35209, -3.96234, 0.19385], [-0.55296, -2.45118, -0.41874], [-1.48584, -4.33504, -3.50034], [-0.21707, -3.38463, -2.74923], [-0.73043, -4.92264, -2.00599], [-3.78553, -4.53587, -2.40288], [-2.98663, -5.12110, -0.96042], [-4.06310, -3.72849, -0.80177], [-3.05701, -3.35157, -4.13403], [-3.71390, -1.52826, -5.65734], [-4.05273, 0.77614, -4.79023], [-2.79115, 2.93502, -2.72444], [-4.04927, 3.56282, -1.72228], [-2.74505, 2.57134, -1.00234], [-5.80163, 0.24670, -1.21147], [-4.34888, 0.51131, -0.17946], [-5.51405, 1.87206, -0.45529], [-5.99785, 1.19194, -3.50805], [-5.93322, 2.77630, -2.71079], [-4.84075, 2.41524, -4.05154], [-0.36422, -1.53107, -2.81257], [2.48156, -2.13977, -0.96043], [4.88219, -1.54342, -1.50253], [5.46393, -0.81378, -3.82152], [3.60937, -0.30719, -5.46535], [1.19905, -0.59610, -4.81124], [1.93705, 1.73753, -4.95672], [0.78447, 2.97714, -5.49085], [2.28723, 3.44686, -4.74432], [-0.03545, 3.97035, -1.84654], [1.36996, 4.65781, -2.72432], [-0.20761, 4.55850, -3.50372], [-1.06077, 1.79587, -2.65898], [-1.04411, 2.41151, -4.32039], [-0.28831, 0.87526, -3.95071], [3.51718, 2.59501, -3.54561], [5.13868, 2.85460, -1.71281], [4.50275, 2.03538, 0.58485], [4.65632, 0.36012, 1.57718], [3.71638, -0.93036, 2.36070], [3.97743, -0.97173, 0.59468], [0.37790, -0.09164, 1.61481], [1.27536, -1.19109, 0.44895], [1.53427, -1.20738, 2.27748], [1.39210, 2.06455, 2.27956], [2.29621, 0.96747, 3.35967], [3.20205, 2.16941, 2.40719], [-0.46671, 2.23740, 0.82681], [-2.84542, 0.91690, 0.46790]], "forces_ev_per_a": [[0.1194, 1.0295, -0.2816], [0.0226, -0.1992, 0.5120], [-0.1108, 0.1526, 2.9179], [-0.0186, -0.1102, 0.7786], [0.0666, 0.2545, 0.4843], [-0.0390, -1.0124, -0.2012], [-0.0787, -0.6842, -0.2967], [0.0536, 0.0339, -0.2741], [-0.0756, -0.2176, -0.4170], [0.0393, 0.4778, -0.0285], [0.0172, -0.1832, 0.1421], [-0.3499, -0.0580, -0.4016], [0.2800, -0.1809, -0.4767], [-0.0249, 0.0896, -0.0038], [0.3462, 0.1618, -0.3668], [-0.2925, 0.1138, -0.3995], [0.0138, -0.1372, 0.0046], [-0.0156, 0.3312, -0.2758], [-0.3656, -0.1148, -0.2475], [0.2974, -0.1703, -0.3447], [0.0375, 0.3425, -0.0581], [0.1115, -0.3375, 0.7133], [0.3447, -0.0179, -0.2055], [0.3040, -0.3851, -0.2011], [-0.0641, 0.0156, -0.0236], [-0.7577, -0.6367, 0.6124], [0.0623, 0.4472, -0.7140], [-0.0130, -0.3291, 0.2748], [-0.0358, -0.2100, -0.1068], [0.1204, -0.4841, 0.4630], [0.0767, 0.8045, -0.4069], [0.2579, 0.8604, 0.2674], [-0.3130, -0.3568, 0.0039], [-0.2838, -0.0857, -0.4890], [-0.4039, -0.0284, -1.9265], [0.6071, 1.0543, 1.2427], [0.4455, 0.3772, 0.0435], [-0.1264, 2.0827, -1.9615], [1.1824, -0.7032, 0.1057], [-0.2761, 0.3333, -0.3175], [-0.2963, -0.2274, 0.0313], [-0.2053, -0.3271, -0.1636], [-1.1585, 0.1059, 0.0017], [0.0386, -0.5720, 1.4580], [-1.0407, -1.2116, 0.8835], [0.8226, 0.2466, 0.2955], [-0.6341, 0.8428, -0.3388], [0.2287, -0.5136, -0.0313], [0.3957, 0.3162, -0.3386], [0.0732, 0.2170, 0.0993], [-0.7500, -0.3913, -0.1745], [0.3834, 0.2217, -0.6233], [0.0043, -0.1914, 0.1099], [0.8141, -0.3192, 0.1415], [-0.2710, 0.2779, 0.9018], [-0.1625, 0.0563, 0.2171], [0.0568, -0.1307, 0.1965], [-0.4981, 0.7827, -1.2817], [0.0251, -0.0040, 0.0851], [1.2921, 0.6349, -0.7966], [-0.2677, -1.6451, -0.6425], [0.3223, 0.0592, -0.0874], [0.1057, 0.7390, -0.4225], [-0.4685, -0.3962, 0.3731], [0.0993, -0.0839, 0.2376], [-0.0546, -0.4032, 0.1224], [-0.1091, 0.3133, -0.1309], [-0.0795, 0.2736, 0.2409], [0.0525, 0.2520, -0.0541], [0.0153, -0.1120, -0.3310], [-0.0106, 0.8232, 0.3672], [0.1211, 0.1235, 0.2774], [0.0289, -0.6930, 0.5990], [0.0444, -0.0949, -0.0814], [0.1487, -0.4122, 0.2719], [-0.2958, 0.2686, -0.3029], [0.5176, 0.4875, 0.3947], [-0.8031, 0.1333, -0.3288], [0.2031, -0.5694, -0.1211], [0.1566, 0.1213, 0.1403], [0.3489, -0.3687, 0.0500], [-0.1615, -0.0384, 0.3713], [-0.6251, -0.7926, -0.1577], [0.4409, 1.0426, -0.5716], [-0.2048, -0.1407, -0.3929], [-0.5715, 0.2442, 0.2232], [0.0653, -0.2941, 0.5106], [0.7976, 0.1043, 0.5725], [-0.0759, 0.0834, -0.1022], [-0.0665, -0.0805, 0.2800], [0.0110, 0.0861, -0.0648], [0.1967, 0.0787, -0.1113], [-0.1043, -0.0716, 0.1687], [0.1503, -0.3160, 0.0272], [-0.0014, 0.1094, -0.1850], [0.2252, -0.1373, 0.4106], [0.0488, 0.0134, 0.0453], [-0.2394, 0.1430, 0.7293], [-0.7004, -0.2852, 0.2490], [-0.7680, -0.1334, -0.8686], [-0.1370, -0.3056, -0.0314], [0.0420, 0.2651, -0.3353], [0.0505, 0.1455, 0.2544], [0.7019, -0.5495, -0.3849], [0.0326, 0.0175, 0.6241], [-0.1760, -0.0741, -0.2372], [0.5157, -0.1245, 0.1617], [-0.1223, 0.0717, -0.1974], [-0.4100, 0.0009, 0.0024], [-0.0549, -0.0212, -0.0897], [0.7856, 0.0095, -0.2855]]}


{"formula": "C4H6N2S", "method": "ωB97M-V/def2-TZVPD", "lumo_ha": -0.0323, "smiles": "[H]/N=C\\NC(=S)C=C", "energy_ev": -18059.4089, "orbital_gap_ev": 7.96, "elements": ["H", "N", "C", "N", "C", "S", "C", "C", "H", "H", "H", "H", "H"], "positions_angstrom": [[-2.55993, 1.00390, 0.08864], [-2.94193, 0.05687, -0.03742], [-1.98559, -0.77786, -0.02933], [-0.60028, -0.46335, 0.01195], [0.03011, 0.77930, 0.00468], [-0.64991, 2.32427, -0.01502], [1.45599, 0.68863, -0.03611], [2.22649, -0.40097, -0.04678], [-2.11878, -1.81437, -0.12912], [0.02638, -1.25723, 0.17470], [1.98460, 1.67295, -0.03179], [3.30918, -0.37482, -0.01104], [1.82367, -1.43734, 0.05664]], "forces_ev_per_a": [[-0.2937, -0.1862, -0.1986], [0.6884, -0.5853, 0.2990], [0.2916, 2.4648, -0.1565], [0.3398, 0.8567, 0.4246], [-2.1873, -0.1967, -0.1442], [0.2861, -1.5946, 0.0388], [2.8965, 0.8620, 0.0674], [-0.6114, -1.0980, 0.6114], [-0.4197, -1.3956, -0.0538], [-0.5495, 0.5816, -0.2824], [-0.6692, -0.8925, -0.1048], [-0.1219, 0.2991, -0.1650], [0.3502, 0.8847, -0.3358]]}


{"formula": "C7H13N2", "method": "ωB97M-V/def2-TZVPD", "total_charge": 1, "lumo_ha": [-0.1647, -0.2556], "energy_ev": -10434.6585, "orbital_gap_ev": [5.43, 8.03], "multiplicity": 3, "elements": ["C", "C", "C", "C", "C", "C", "C", "N", "N", "H", "H", "H", "H", "H", "H", "H", "H", "H", "H", "H", "H", "H"], "positions_angstrom": [[2.55241, 0.68521, 0.35284], [1.64136, 1.58047, -0.02928], [0.64045, 0.18866, 1.62878], [-0.40486, -0.74333, 2.14959], [-2.08498, 0.20758, -0.85082], [-0.12310, -1.07639, -1.84560], [-0.74906, 0.17783, -1.44335], [1.54097, -0.31966, 0.63947], [0.54610, 0.66596, 0.26732], [3.61069, 0.57014, 0.44177], [1.55560, 2.56884, -0.42548], [1.01996, 0.91420, 2.34928], [-0.01092, -1.23954, 3.03426], [-0.65696, -1.49886, 1.41248], [-1.29557, -0.19031, 2.43885], [-2.31829, -0.68357, -0.27245], [-2.26875, 1.10677, -0.26783], [-2.78820, 0.25365, -1.69083], [-0.17185, -1.83618, -1.06687], [0.90150, -0.95265, -2.18957], [-0.71318, -1.46330, -2.68910], [-0.42333, 1.08450, -1.94348]], "forces_ev_per_a": [[4.8415, -6.4971, 2.8363], [-6.8676, 4.3819, -1.5276], [-0.6553, 0.3563, 1.2394], [0.0794, -0.0040, -0.1353], [-0.5086, 0.0250, -0.0803], [0.1229, -0.2868, -0.2606], [0.6046, 0.5198, 1.1081], [3.6207, -1.1706, 0.1423], [-1.3744, 2.8022, -2.8041], [0.2188, -0.1135, -0.1983], [-0.0232, 0.2268, -0.1570], [0.0281, -0.0759, -0.2188], [0.0242, -0.0402, 0.0333], [-0.0460, -0.0610, -0.0608], [-0.0359, 0.0396, 0.0022], [0.0219, -0.0049, 0.0018], [0.0331, 0.0318, 0.0484], [-0.1440, -0.0577, -0.0271], [0.0057, -0.0164, 0.0664], [-0.0038, -0.0235, 0.0091], [0.0557, -0.0191, -0.0263], [0.0020, -0.0128, 0.0087]]}


{"formula": "C19H19IPPdS2", "method": "ωB97M-V/def2-TZVPD", "total_charge": 1, "lumo_ha": [-0.1829, -0.1823], "energy_ev": -62544.1455, "orbital_gap_ev": [5.93, 6.00], "elements": ["Pd", "I", "C", "C", "C", "C", "C", "C", "C", "C", "C", "C", "H", "H", "H", "H", "H", "H", "S", "C", "C", "C", "C", "C", "C", "S", "H", "H", "H", "H", "C", "P", "C", "C", "H", "H", "H", "H", "H", "H", "H", "H", "H"], "positions_angstrom": [[-0.26882, -0.06914, 0.43636], [-2.23924, 1.27707, 1.83686], [-3.59690, -0.06437, 0.94347], [-4.92640, 0.22045, 0.98242], [-5.83913, -0.72652, 0.46890], [-5.39049, -1.91205, -0.03408], [-4.00543, -2.20034, -0.10127], [-3.51878, -3.41084, -0.65285], [-2.18279, -3.67452, -0.71460], [-1.24692, -2.71284, -0.26584], [-1.68941, -1.53388, 0.24757], [-3.07053, -1.24354, 0.38409], [-5.28468, 1.15250, 1.39847], [-6.89710, -0.50387, 0.50224], [-6.09754, -2.65233, -0.38694], [-4.23277, -4.12760, -1.03972], [-1.82008, -4.61002, -1.11959], [-0.18892, -2.92652, -0.35081], [3.28635, 0.45517, 1.71572], [3.79556, -0.98546, 0.89254], [5.01224, -1.39369, 0.37428], [5.05908, -2.65941, -0.20033], [3.91590, -3.46921, -0.23547], [2.72408, -3.01884, 0.31787], [2.72927, -1.75155, 0.87228], [1.55420, -0.86848, 1.81473], [5.88503, -0.75564, 0.43053], [5.99119, -3.02549, -0.60876], [3.96829, -4.45227, -0.68292], [1.83510, -3.63659, 0.33895], [1.12976, 2.99554, 0.22723], [0.56088, 1.69849, -0.92851], [-0.64526, 2.62011, -1.93296], [1.97457, 1.50078, -2.05746], [1.44179, 3.88431, -0.32517], [1.97026, 2.61478, 0.80434], [0.32008, 3.26008, 0.90640], [-0.15944, 3.51976, -2.31319], [-1.50977, 2.89654, -1.33076], [-0.98416, 2.01302, -2.77214], [2.40406, 2.48178, -2.26389], [1.62966, 1.05341, -2.98963], [2.73222, 0.85513, -1.61487]], "forces_ev_per_a": [[-1.5125, -0.3769, -0.9324], [0.0854, -0.4348, -0.5865], [0.0158, 0.2814, 0.2521], [-0.0403, -0.0200, -0.0322], [-0.0252, 0.0325, 0.0692], [-0.0351, 0.0243, 0.0167], [0.1524, 0.0478, -0.0715], [-0.0759, -0.0919, -0.0075], [0.0664, 0.1332, -0.2815], [-0.0609, -0.0556, 0.0660], [0.8918, 0.3361, 1.1805], [-0.0449, -0.1448, 0.0522], [-0.0186, -0.0414, 0.0297], [0.0096, -0.0304, -0.0111], [0.0449, 0.0082, -0.0776], [-0.0049, -0.0259, 0.1021], [-0.0402, 0.0148, -0.0451], [0.0588, -0.0385, 0.1275], [-0.9362, 0.2645, 0.5272], [3.1956, 1.6272, -0.3474], [0.3332, -0.2225, -0.2425], [-0.1063, 0.2545, 0.1521], [-0.1224, 0.2076, 0.0819], [0.0533, -0.4178, -0.1708], [-2.4904, -2.7320, -0.2297], [-0.1490, 0.4764, 0.2634], [0.0185, -0.0794, -0.0572], [-0.0238, 0.0046, -0.0194], [-0.0165, 0.0079, 0.0186], [0.0837, -0.0554, -0.0142], [0.0771, 0.1341, -0.3245], [0.7307, 0.9505, 0.5567], [0.0023, -0.2109, -0.0554], [-0.1205, -0.0190, 0.0291], [0.0140, 0.0566, 0.0850], [-0.0403, 0.0792, -0.0189], [-0.0065, 0.0352, 0.0053], [-0.0621, 0.0267, -0.0355], [0.0146, 0.0125, 0.0248], [-0.0248, 0.0151, -0.0023], [0.0423, -0.0266, -0.0884], [0.0623, -0.0277, -0.0096], [0.0044, 0.0205, 0.0210]]}


What is the formula in the third record?
C7H13N2